This record from the OMol25 dataset describes a single CH4N2 molecule in a non-equilibrium geometry. The level of theory is the ωB97M-V functional and the def2-TZVPD basis.

Each line ends with the Löwdin charge.
Positions of all 7 atoms, in Å:
C1 -0.205988 1.055990 -0.035034  -0.12
N1 0.083535 0.085779 0.703575  -0.15
N2 0.443654 -1.102555 0.105921  -0.03
H1 -0.364082 2.049410 0.465734  0.07
H2 -0.010488 1.053983 -1.157166  0.08
H3 0.205771 -1.898183 0.648699  0.06
H4 -0.152402 -1.244424 -0.731729  0.08

Atoms 1-6, force components in eV/Å:
C 1.0 1.8 -1.0
N -0.3 -0.7 1.0
N -0.8 0.2 -2.1
H -0.1 -1.1 -0.6
H -0.7 -0.2 1.2
H 0.0 -0.3 1.3

The SMILES is C=NN. Its molar mass is 44.06 g mol⁻¹. The value obtained for the LUMO energy is 1.240 eV. The value obtained for the total energy is -149.95166 Eh. The relative energy (zero: lowest compared OMol25 entry of this formula, charge and spin) is 57.4 kcal/mol. The charge is 0.